No. 1
A molecular structure, C30H29FFeI2N6O6, computed with ωB97M-V/def2-TZVPD.

CARTESIAN COORDINATES (ANGSTROEM)
1 C 1.852 -0.311 -7.279
2 H 1.938 1.073 -5.605
3 C -0.198 -1.700 -7.086
4 H 4.439 1.939 3.607
5 C 0.317 1.483 7.306
6 H -3.665 -1.708 -2.902
7 C -0.809 0.567 0.199
8 H -0.356 -2.348 -5.036
9 C 0.374 -1.859 -5.675
10 N 0.681 -0.528 -5.175
11 H -0.077 2.582 3.067
12 C 0.893 0.477 -1.587
13 H -5.237 0.774 -1.919
14 C -3.046 0.015 -0.460
15 C 0.333 -0.214 -3.835
16 Fe -0.150 0.157 2.859
17 H -5.925 -0.662 -2.802
18 C -0.511 2.075 5.011
19 C -2.779 0.655 1.887
20 O 0.088 0.881 1.020
21 C 0.780 0.565 8.233
22 C -1.393 -0.055 -2.143
23 C 0.924 -0.769 7.877
24 C -4.157 0.281 -3.786
25 H 1.921 2.072 5.025
26 H 0.222 2.528 7.578
27 H -1.554 1.910 4.746
28 I 1.294 1.190 10.155
29 H 1.302 -1.491 8.587
30 H 1.634 0.758 -0.850
31 N -1.283 -2.407 1.966
32 O -2.238 -2.102 2.609
33 C -5.076 -0.017 -2.638
34 C 2.520 1.040 3.299
35 I 0.845 -3.156 6.026
36 H -1.728 -0.600 -4.199
37 H 1.269 -2.495 -5.688
38 O -0.325 -1.496 1.873
39 H -4.088 -0.107 -0.194
40 C 3.904 1.075 3.235
41 H 1.829 -1.872 2.008
42 F 2.571 0.266 -3.203
43 C 1.899 -0.003 -5.775
44 H 2.309 0.476 -7.875
45 H -3.701 1.262 -3.806
46 C 0.590 -1.171 6.596
47 N 0.270 1.914 3.749
48 N -2.716 -0.193 -1.752
49 O -1.949 0.752 2.867
50 C -2.174 0.374 0.521
51 O -3.982 0.810 1.954
52 H 0.035 -2.538 -7.740
53 H 2.819 -0.437 -5.374
54 C 1.263 0.191 -2.868
55 C 0.084 -0.270 5.644
56 H 2.030 3.117 3.617
57 C 4.575 -0.016 2.714
58 H 0.323 -0.466 -8.703
59 N 1.828 -0.006 2.845
60 H -1.274 -1.539 -7.074
61 C 1.717 2.128 3.954
62 C -0.993 -0.319 -3.458
63 H -0.100 0.351 -7.332
64 H 4.336 -1.989 1.874
65 C -3.721 -0.647 -2.687
66 C 2.469 -1.067 2.343
67 H 5.656 -0.019 2.666
68 C -0.031 1.079 6.025
69 C 3.847 -1.111 2.270
70 O -0.275 -0.715 4.459
71 H -4.379 -0.149 -4.753
72 C -0.442 0.354 -1.199
73 N 0.415 -0.456 -7.688
74 H 2.333 -1.256 -7.524
75 H -0.392 3.090 5.397

Atoms 1-2, force components in eV/Å:
C 0.01 -0.01 0.00
H 0.02 0.00 0.00

ΔE to the lowest compared entry with this formula, charge and spin ... 35.6 kJ/mol
Multiplicity ... 2
Net charge ... +1
Frontier orbital gap (alpha / beta) ... 5.40 / 5.44 eV

No. 2
A molecular structure, C30H29IN2PbSi at a distorted geometry, computed with ωB97M-V/def2-TZVPD.

CARTESIAN COORDINATES (ANGSTROEM)
1 C 0.792 1.979 2.664
2 H 5.483 4.490 -1.434
3 C -4.355 0.463 -3.892
4 H -0.110 -3.098 1.810
5 C 0.642 2.946 3.662
6 C -4.104 1.561 -3.072
7 C 1.022 -2.001 -2.597
8 H -0.657 3.765 5.169
9 C 4.687 3.917 -0.945
10 N -0.001 -1.124 -2.589
11 H 1.068 -1.479 3.471
12 C -0.119 -3.464 -4.113
13 C -1.567 2.098 4.151
14 C -2.893 1.628 -2.391
15 I -0.265 2.868 -0.224
16 H 3.767 5.504 0.236
17 H 2.613 -0.332 -0.388
18 H 1.859 -3.840 -3.305
19 H 4.842 -1.140 0.269
20 H 5.118 3.442 -0.057
21 C -2.682 -1.082 0.830
22 C -3.730 -1.999 0.949
23 H -4.741 -1.696 0.714
24 H -5.289 0.377 -4.439
25 H 4.381 3.121 -1.632
26 Pb -0.054 0.640 -1.512
27 C -1.113 -2.780 1.562
28 H 2.645 4.223 -0.242
29 H -3.563 -1.391 -4.635
30 H -2.896 -0.071 0.505
31 H -0.170 -4.372 -4.706
32 H 3.314 -2.271 4.120
33 H 5.204 -2.107 2.523
34 C -1.419 1.121 3.157
35 C -2.165 -3.693 1.684
36 H 1.715 1.949 2.098
37 C -3.472 -3.303 1.379
38 C -0.243 1.063 2.391
39 C 4.219 -1.767 2.233
40 H 3.180 5.418 -1.431
41 H -2.482 2.148 4.727
42 C -1.370 -1.467 1.143
43 C -2.189 -0.403 -3.291
44 Si -0.008 -0.217 1.024
45 H 1.442 3.650 3.857
46 H 1.872 -1.731 -1.981
47 H -2.233 0.435 2.986
48 N -1.956 0.672 -2.495
49 H -2.632 2.455 -1.736
50 C -1.179 -2.566 -4.109
51 H -2.063 -2.769 -4.702
52 C 1.669 -0.874 1.481
53 C -0.539 3.010 4.401
54 C 1.004 -3.173 -3.339
55 C 3.153 -1.860 3.132
56 H -4.285 -4.010 1.478
57 C -3.387 -0.529 -4.002
58 H -1.966 -4.703 2.019
59 C 3.504 4.816 -0.575
60 C 2.744 -0.774 0.588
61 C -1.107 -1.399 -3.343
62 H -4.830 2.359 -2.956
63 C 1.882 -1.414 2.759
64 C 4.014 -1.223 0.962

Atoms 1-2, force components in eV/Å:
C -0.42 0.12 0.65
H -0.15 -0.13 0.11

ΔE to the lowest compared entry with this formula, charge and spin ... 56.7 kJ/mol
Net charge ... +2
Frontier orbital gap (alpha / beta) ... 4.94 / 4.94 eV

No. 3
A molecular structure, C30H29MgN7O7S2 at a distorted geometry, computed with ωB97M-V/def2-TZVPD.

CARTESIAN COORDINATES (ANGSTROEM)
1 C -1.977 -6.090 -2.763
2 H 4.929 3.844 1.139
3 N 1.931 -0.154 0.396
4 O -2.140 1.100 -2.755
5 H 0.700 -3.310 4.071
6 O -1.716 -0.087 3.313
7 H 1.473 -2.960 1.409
8 S -1.568 -0.138 -2.259
9 C 0.835 -2.485 4.762
10 C -4.597 -5.253 3.419
11 N 2.459 -1.728 7.998
12 C -4.031 -5.644 2.076
13 C 3.901 3.541 0.973
14 C 1.578 -2.635 5.919
15 H -1.315 -4.276 -3.304
16 C -0.150 2.255 0.305
17 C 0.788 -4.801 0.547
18 H -3.956 -5.597 4.234
19 C 2.029 3.147 -0.529
20 C 0.919 -3.427 0.602
21 C 3.087 3.125 2.030
22 H 5.243 -0.071 0.885
23 O -1.142 -2.392 2.633
24 H -0.806 2.238 1.176
25 H 1.172 2.416 2.674
26 N -1.279 -4.941 -2.544
27 H -0.077 -6.450 -0.526
28 H 3.166 -2.442 7.944
29 C 1.125 -0.348 6.506
30 C 1.168 2.721 0.531
31 H -5.588 -5.688 3.572
32 N -2.358 -6.825 -1.641
33 H -3.887 -7.737 2.533
34 C 1.736 -1.563 6.799
35 H -0.097 0.743 5.103
36 H -0.630 2.572 -0.620
37 Mg -0.185 -0.112 -0.183
38 C 1.773 2.737 1.826
39 C 3.338 3.538 -0.309
40 S -0.705 -1.061 2.991
41 H -0.739 -2.511 -2.054
42 H 3.494 3.104 3.038
43 C -3.724 -6.969 1.783
44 H 1.630 3.132 -1.540
45 H 3.943 3.857 -1.155
46 C 0.380 -0.200 5.347
47 C -0.277 -3.174 -1.324
48 H -2.659 -7.742 -1.920
49 C -3.274 -5.043 -0.153
50 H 1.221 -5.417 1.325
51 O -1.989 -0.404 -0.819
52 C 0.245 -1.264 4.473
53 H -4.686 -4.170 3.501
54 C 4.192 -0.205 1.096
55 C -0.484 -4.541 -1.438
56 H -3.123 -4.264 -0.885
57 C 3.731 -0.579 2.345
58 H -4.006 -3.651 1.284
59 H 2.840 -0.868 8.357
60 C -3.182 -7.326 0.557
61 N 0.208 -0.436 1.838
62 C 1.562 -0.447 1.674
63 C 3.215 -0.014 0.132
64 H 4.429 -0.785 3.155
65 H 3.463 0.261 -0.888
66 O -0.055 -0.049 -2.139
67 O -1.925 -1.299 -3.097
68 O -2.233 -6.502 -3.883
69 H 1.243 0.487 7.190
70 C -2.941 -6.367 -0.425
71 H 2.055 -3.585 6.145
72 H -2.920 -8.361 0.360
73 C 0.065 -5.380 -0.486
74 C -3.796 -4.698 1.087
75 N 2.447 -0.705 2.657
76 N 0.389 -2.616 -0.316

Atoms 1-2, force components in eV/Å:
C 0.05 -0.05 0.25
H -0.02 0.00 -0.01

ΔE to the lowest compared entry with this formula, charge and spin ... 70.9 kJ/mol
Net charge ... -2
Frontier orbital gap ... 4.47 eV